Entry 1:
This record from the Open Molecules 2025 dataset describes C26H19N3O4PdS as an isolated structure. The level of theory is wB97M-V/def2-TZVPD.

## Properties
net charge = +2
lowest unoccupied orbital energy (alpha / beta) = -9.10 / -9.10 eV
energy above the lowest of the compared OMol25 structures with the same formula, charge and spin = 0.088 eV

Each line ends with the Mulliken charge.
Element x y z (Å)
Pd -1.02731 0.81605 -0.08674  -0.307
C -1.21175 2.04620 -3.59181  -1.009
O -0.35167 1.22830 -2.74732  -0.085
C 0.19462 0.16091 -3.22816  0.831
C 0.16283 -0.17945 -4.58518  -0.846
C 0.82229 -1.30074 -5.00806  -0.536
C 1.55177 -2.15598 -4.12398  -0.953
C 1.59656 -1.87650 -2.81001  -0.201
C 0.89862 -0.71883 -2.27635  0.672
N 0.83143 -0.43111 -0.99635  0.656
N 1.50869 -1.33883 -0.26594  -0.602
C 1.58230 -1.28626 1.03605  0.212
C 1.02673 -0.18339 1.95469  0.766
O 0.56240 0.83784 1.46716  -0.473
C 1.10746 -0.35933 3.38558  -0.907
C 1.71364 -1.43417 3.90369  -0.702
C 2.34259 -2.45957 3.07976  0.790
C 3.00508 -3.50908 3.68576  -0.857
C 3.62775 -4.48986 2.91361  -0.533
C 3.58115 -4.42499 1.53102  -0.953
C 2.91293 -3.38039 0.91309  -0.020
C 2.28683 -2.38377 1.67067  0.574
H -0.60540 2.55666 -4.33676  0.374
H -1.66506 2.76219 -2.91742  0.238
H -1.96763 1.41213 -4.04975  0.477
H -0.35553 0.44425 -5.29685  0.508
H 0.79952 -1.54408 -6.06367  0.441
H 2.06017 -3.02111 -4.52449  0.453
H 2.13235 -2.50323 -2.11825  0.492
H 0.67765 0.42379 3.99439  0.538
H 1.76752 -1.56051 4.97870  0.418
H 3.04143 -3.56859 4.76585  0.446
H 4.15143 -5.30130 3.40090  0.425
H 4.06657 -5.18498 0.93498  0.437
H 2.87585 -3.32327 -0.16336  0.394
S -1.44215 5.18532 0.39035  -0.160
C -0.02249 4.91479 -0.52074  -0.458
C 0.23321 3.59115 -0.75393  -0.629
C -0.78315 2.78995 -0.18281  0.181
C -1.73828 3.50424 0.48599  -0.050
C -2.75358 2.74865 1.17708  1.540
C -3.84138 3.20220 1.89923  -0.881
C -4.69812 2.27717 2.47368  -0.299
C -4.45317 0.91957 2.32366  -0.910
C -3.35588 0.51576 1.59116  -0.031
N -2.53044 1.41531 1.04742  0.092
H 0.56938 5.76071 -0.83500  0.499
H 1.09681 3.23038 -1.29131  0.504
H -4.01062 4.26478 2.00444  0.470
H -5.55938 2.61502 3.03442  0.454
H -5.10867 0.17574 2.75138  0.438
H -3.12045 -0.52386 1.41036  0.619
O -2.35078 -0.21124 -1.10692  -0.224
O -1.83469 -1.14461 -0.32392  -0.311

---

Entry 2:
This record from the Open Molecules 2025 dataset describes a 2-piece molecular cluster, H3OP overall in a non-equilibrium geometry. The level of theory is wB97M-V/def2-TZVPD.

## Properties
spin multiplicity = 3
net charge = 0
lowest unoccupied orbital energy (alpha / beta) = 0.62 / -1.72 eV
energy above the lowest of the compared OMol25 structures with the same formula, charge and spin = 0.789 eV

Each line ends with the Mulliken charge.
Element x y z (Å)
O 1.12058 0.62162 -0.34687  -0.414
P -0.12476 0.45902 0.68436  0.007
H 1.98967 0.45227 0.02739  0.335
H -1.02680 1.06297 -0.20965  0.063
H -1.13599 -1.48096 0.17982  0.009

---

Entry 3:
This record from the Open Molecules 2025 dataset describes C19H32BrCl2IN6O2PS2Sn as an isolated structure. The level of theory is wB97M-V/def2-TZVPD.

## Properties
net charge = +1
lowest unoccupied orbital energy = -2.76 eV
energy above the lowest of the compared OMol25 structures with the same formula, charge and spin = 0.000 eV

Each line ends with the Mulliken charge.
Element x y z (Å)
Sn 0.09387 -0.04268 -0.63587  0.912
S 2.61778 0.61858 0.34269  -0.124
C 2.88729 2.24857 -0.29182  0.502
C 4.24267 2.69095 -0.30509  -0.138
N 5.35590 2.97733 -0.34365  -0.457
C 1.85555 3.02214 -0.69041  0.551
S 0.17425 2.58730 -0.78158  0.087
C 2.12557 4.37396 -1.10257  -0.492
N 2.31783 5.46141 -1.41830  -0.435
C -1.90793 1.07527 1.52836  -0.914
N -0.74130 0.17100 1.59168  0.971
C 0.22435 0.72696 2.55697  -1.407
C -1.13698 -1.18576 2.05726  -0.591
C -2.32762 -1.76207 1.31215  -1.194
N -2.08377 -1.85319 -0.12157  0.832
C -3.32915 -1.82243 -0.88372  -0.961
C -1.33412 -3.06155 -0.45568  -1.267
H -2.46384 1.04548 2.47107  0.344
H -2.57218 0.78313 0.71612  -0.135
H -1.56176 2.09084 1.34882  0.609
H -0.26503 0.87466 3.52441  0.435
H 0.58901 1.68757 2.19506  0.312
H 1.06103 0.04250 2.68278  0.343
H -1.38847 -1.12738 3.12241  0.498
H -0.25872 -1.82808 1.95722  0.122
H -3.20461 -1.13595 1.47675  0.439
H -2.56167 -2.74464 1.74740  0.470
H -3.96059 -2.69372 -0.66193  0.309
H -3.10045 -1.82803 -1.94966  0.270
H -3.88549 -0.91473 -0.65907  0.107
H -1.92550 -3.96396 -0.24873  0.433
H -0.40148 -3.10614 0.10545  0.224
H -1.08113 -3.05036 -1.51714  0.345
N 4.32924 -1.46593 -1.62973  -0.576
C 3.80524 -2.82463 -1.45804  -0.710
P 3.04930 -2.93586 0.18817  0.441
O 4.20372 -2.39994 1.13810  -0.610
O 1.75964 -2.19135 0.26238  -0.764
C 2.92190 -4.68059 0.72434  -0.451
N 3.24455 -4.72478 2.15418  -0.624
H 4.50244 -1.26954 -2.60837  0.232
H 5.20956 -1.35890 -1.13649  0.221
H 3.30347 -0.08650 -0.61044  0.057
H 4.55848 -3.61081 -1.57367  0.500
H 3.01477 -3.00194 -2.18886  0.325
H 3.65271 -5.26625 0.16522  0.455
H 1.92921 -5.06140 0.47460  0.317
H 4.23645 -2.98902 1.92669  0.458
H 3.73370 -5.57455 2.39941  0.225
H 2.41340 -4.67135 2.72780  0.195
Br -5.45033 1.37235 0.33928  -0.065
C -4.44044 2.97000 0.21903  0.165
C -4.68093 3.95079 1.17183  -0.368
C -3.99142 5.15058 1.11776  -0.584
C -3.06750 5.37650 0.10868  -0.654
C -2.82784 4.39909 -0.84246  -0.341
C -3.50832 3.18785 -0.78912  -0.012
I -3.05827 1.76095 -2.24531  0.281
H -5.41642 3.77129 1.94357  0.431
H -4.18567 5.91073 1.86196  0.404
H -2.52953 6.31311 0.05706  0.427
H -2.10448 4.57123 -1.62666  0.516
Cl -0.54781 -0.15482 -4.36536  -0.138
C 0.64285 1.15020 -4.24697  -0.116
Cl 2.11809 0.60853 -3.41709  -0.064
H 0.21176 1.95742 -3.66338  0.007
H 0.91515 1.46052 -5.24794  0.421

---

Entry 4:
This record from the Open Molecules 2025 dataset describes a 3-piece molecular cluster, C27H57N4O7S overall in a non-equilibrium geometry. The level of theory is wB97M-V/def2-TZVPD.

## Properties
net charge = +1
lowest unoccupied orbital energy = -2.54 eV

Each line ends with the Mulliken charge.
Element x y z (Å)
C 1.47199 -0.59676 -2.89611  -0.894
C 1.16278 -1.22835 -4.02236  -0.013
C -0.12712 -1.96570 -4.28241  -1.112
N -1.24818 -1.49475 -3.47170  0.055
C -1.62499 -1.80283 -2.22655  0.417
C -1.06983 -2.79248 -1.25141  -0.384
S 0.38480 -3.77473 -1.56530  1.039
O 0.78971 -4.25652 -0.28452  -0.555
O 0.07773 -4.67877 -2.63810  -0.637
N -2.70434 -1.13182 -1.85429  -0.268
C -3.03736 -0.37494 -2.91014  0.022
N -4.08390 0.44436 -2.95903  0.058
C -5.04946 0.60878 -1.86681  -0.649
C -5.74522 -0.66942 -1.41847  -0.092
C -6.84151 -0.34029 -0.39198  -0.716
O -7.98535 -1.14883 -0.62148  -0.514
N -2.17321 -0.56807 -3.92742  0.494
C -2.20853 0.01233 -5.26382  -1.484
C -1.27189 1.21635 -5.53157  -0.579
C -0.71245 1.95568 -4.30120  0.976
C -0.60977 3.46636 -4.53569  -1.192
C -0.07744 4.18202 -3.29183  -0.915
C -1.11690 4.26038 -2.15339  -0.924
C -0.71739 3.50615 -0.86801  -0.709
C -1.63445 2.33844 -0.52338  1.075
C -1.37306 1.77547 0.89269  -0.087
C -2.31900 2.40107 1.91527  -1.358
H 2.49910 -0.42162 -2.60407  0.258
H 0.69468 -0.20494 -2.24374  0.232
H 1.84947 -1.21801 -4.86316  0.444
H -0.40668 -1.81911 -5.32446  0.403
H -0.01113 -3.03993 -4.14055  0.717
H -1.84443 -3.54717 -1.08794  0.471
H -0.92295 -2.27821 -0.29965  0.096
H 1.31582 -2.90370 -2.01597  0.084
H -4.21914 0.99365 -3.78855  0.220
H -5.81266 1.28576 -2.25313  0.488
H -4.59101 1.12232 -1.02075  0.069
H -6.18807 -1.20168 -2.25971  0.241
H -5.02359 -1.31861 -0.92644  0.181
H -7.11698 0.71706 -0.47870  0.409
H -6.47337 -0.49653 0.62363  0.273
H -8.76197 -0.59272 -0.70326  0.318
H -3.24763 0.24215 -5.48887  0.551
H -1.95780 -0.79446 -5.95188  0.378
H -0.46357 0.91701 -6.19799  0.369
H -1.86112 1.93684 -6.10449  0.462
H -1.30573 1.75995 -3.40662  -0.583
H 0.31240 1.61485 -4.15857  0.154
H -1.59031 3.87357 -4.80026  0.477
H 0.06992 3.63616 -5.37415  0.400
H 0.20101 5.19382 -3.58868  0.360
H 0.82941 3.68025 -2.94589  0.429
H -2.04133 3.80016 -2.52298  0.321
H -1.35881 5.29969 -1.93969  0.591
H 0.30761 3.13429 -0.94696  0.436
H -0.73569 4.19294 -0.01750  0.481
H -1.49155 1.51471 -1.23272  -1.276
H -2.67744 2.66004 -0.60234  0.308
H -1.51201 0.69508 0.86247  0.134
H -0.33830 2.02455 1.13607  0.063
H -3.35286 2.20703 1.61948  0.313
H -2.14631 2.00562 2.91450  0.360
H -2.19433 3.48597 1.92149  0.334
C 0.50107 0.50329 3.31992  -0.773
O 0.16929 -0.46419 2.33542  -0.370
C 1.27114 -0.88744 1.55716  0.340
C 1.84152 -2.21034 2.02728  -0.878
O 2.41009 -2.10499 3.31659  -0.279
C 1.57478 -2.57806 4.36219  -0.801
H -0.32822 0.54856 4.02307  0.195
H 1.41027 0.23216 3.85970  0.276
H 0.63432 1.49022 2.86297  0.411
H 2.05414 -0.12143 1.54552  0.423
H 0.90595 -1.01005 0.52660  -0.335
H 2.64191 -2.50853 1.34243  0.362
H 1.07315 -2.98768 1.99886  0.454
H 1.58325 -3.67171 4.39716  0.298
H 0.54660 -2.22891 4.24569  0.312
H 1.97844 -2.19087 5.29681  0.245
C 4.92185 -0.47738 4.73386  -0.270
O 4.87226 -0.81848 6.11153  -0.389
C 5.40983 -2.09933 6.39443  -0.323
C 6.82965 -2.02569 6.91281  -0.671
O 7.72785 -1.51726 5.94206  -0.383
C 8.03601 -0.14628 6.11257  -0.713
H 4.75404 0.59736 4.66105  0.259
H 5.89616 -0.71112 4.29754  0.387
H 4.13799 -1.00719 4.18421  -0.071
H 5.36714 -2.73745 5.50513  0.271
H 4.78066 -2.55295 7.16681  0.404
H 7.16208 -3.03706 7.16505  0.386
H 6.86553 -1.42013 7.82427  0.324
H 8.75402 -0.00768 6.92788  0.326
H 7.14165 0.44624 6.31884  0.314
H 8.48726 0.20443 5.18569  0.246